--- a ---
Entry from the Open Molecules 2025 dataset: C4H9N3 in the gas phase (the ωB97M-V functional and the def2-TZVPD basis).

Last column: natural (NBO) charge in e.
Atoms and positions in Å:
C (-0.7183, 1.5044, -0.3405)  -0.675
C (-0.0949, 0.1724, -0.0153)  0.220
C (1.1782, -0.2846, -0.8155)  0.046
N (-2.0863, -0.6648, 0.7777)  -0.660
N (1.4687, -1.5782, -1.1412)  -0.784
C (1.6962, 0.3213, 0.3178)  -0.340
N (-0.7118, -0.7851, 0.6208)  -0.345
H (-2.4076, 0.2499, 1.0886)  0.335
H (-2.3968, -1.3808, 1.4180)  0.363
H (0.7375, -2.0840, -1.6149)  0.386
H (1.9867, -2.1479, -0.4784)  0.362
H (-1.0497, 2.0284, 0.5610)  0.209
H (-0.0165, 2.1399, -0.8757)  0.231
H (-1.5898, 1.3404, -0.9791)  0.237
H (2.2864, -0.2281, 1.0553)  0.193
H (1.7180, 1.3969, 0.4213)  0.222

Its net charge is 0. For the HOMO energy, the calculation gives -6.9 eV.



--- b ---
Entry from the Open Molecules 2025 dataset: C4H9N3 in the gas phase (the ωB97M-V functional and the def2-TZVPD basis).

Last column: natural (NBO) charge in e.
Atoms and positions in Å:
C (-2.4367, 0.0521, 0.2416)  -0.412
N (-1.2801, -0.6114, -0.5024)  -0.470
N (-0.0478, -0.4829, 0.2713)  -0.185
C (1.0301, -1.3865, 0.0683)  -0.014
C (2.2086, -0.7705, -0.0707)  -0.311
C (1.9666, 0.6701, -0.0396)  -0.253
N (0.4797, 0.8463, 0.1814)  -0.485
H (-1.8895, 0.7490, 0.9305)  0.183
H (-3.0754, 0.5688, -0.4469)  0.201
H (-3.0495, -0.5243, 0.9211)  0.198
H (-1.0031, -0.1175, -1.4186)  0.346
H (0.5799, -2.4384, 0.0036)  0.236
H (3.1693, -1.2698, -0.0780)  0.230
H (2.5453, 1.1625, 0.7798)  0.186
H (2.2816, 1.1907, -0.8692)  0.190
H (0.2922, 1.1972, 1.2000)  0.358

The SMILES is CNN1C=CCN1. Its net charge is 0. For the HOMO energy, the calculation gives -7.8 eV.



The least stable of them is a.



--- a ---
Entry from the Open Molecules 2025 dataset: C4H9N3 in the gas phase (the ωB97M-V functional and the def2-TZVPD basis).

Last column: natural (NBO) charge in e.
Atoms and positions in Å:
C (1.6908, 1.7360, 0.6511)  -0.444
N (2.1228, 1.0768, -0.4930)  -0.421
C (1.3876, 0.1561, -1.0219)  0.102
C (0.0855, -0.4176, -0.6464)  -0.423
C (-0.8068, 0.0546, 0.2276)  0.037
N (-2.0018, -0.5486, 0.5102)  -0.431
N (-2.1260, -1.9085, 0.3759)  -0.636
H (1.5728, 1.0277, 1.4821)  0.187
H (2.4464, 2.4371, 0.9872)  0.199
H (0.7471, 2.3066, 0.5194)  0.176
H (1.8361, -0.3118, -1.8795)  0.174
H (-0.2012, -1.2672, -1.3146)  0.206
H (-0.5540, 0.9856, 0.7685)  0.214
H (-2.4844, -0.2160, 1.3312)  0.374
H (-1.2457, -2.3456, 0.7140)  0.339
H (-2.2254, -2.1287, -0.6227)  0.350

The SMILES is C/N=C\C=C\NN. Its net charge is 0. For the HOMO energy, the calculation gives -8.4 eV.



--- b ---
Entry from the Open Molecules 2025 dataset: a molecular structure, C4H9N3 (the ωB97M-V functional and the def2-TZVPD basis).

Last column: natural (NBO) charge in e.
Atoms and positions in Å:
C (-0.4095, 1.4350, -0.4034)  0.004
C (0.4604, -0.9210, -0.9674)  -0.316
C (-1.3819, -0.8309, 0.8298)  -0.416
N (-0.4805, -0.1595, -0.0922)  -0.359
N (0.9537, 1.6357, -0.3733)  -0.826
C (1.1851, -0.2677, 0.1195)  0.533
N (2.0822, -0.6193, 0.9196)  -0.745
H (1.3627, 1.8908, -1.2650)  0.347
H (2.1106, -0.0565, 1.7673)  0.358
H (-0.9638, 1.5738, -1.3434)  0.170
H (-0.9533, 1.8386, 0.4584)  0.161
H (0.3370, -1.9950, -0.8716)  0.234
H (0.5607, -0.5400, -1.9780)  0.222
H (-2.1554, -1.3545, 0.2663)  0.198
H (-1.8608, -0.0879, 1.4690)  0.215
H (-0.8471, -1.5414, 1.4646)  0.219

Its net charge is 0. For the HOMO energy, the calculation gives -8.1 eV.



The least stable of them is b.



--- a ---
Entry from the Open Molecules 2025 dataset: C4H9N3 in the gas phase (the ωB97M-V functional and the def2-TZVPD basis).

Last column: natural (NBO) charge in e.
Atoms and positions in Å:
H (1.1279, 0.8942, -1.9735)  0.339
N (0.4735, 1.4719, -1.4564)  -0.736
C (-0.3710, 0.7941, -0.7649)  0.566
N (-1.4731, 1.4675, -0.2207)  -0.847
N (-0.7226, -0.6355, -1.1632)  -0.574
C (-0.5536, -1.4181, -0.1120)  0.134
C (-0.0359, -0.6947, 0.9767)  -0.442
C (1.4367, -0.3876, 1.1178)  -0.608
H (-1.6461, 1.2418, 0.7461)  0.385
H (-1.3725, 2.4639, -0.3529)  0.389
H (-0.7994, -0.9661, -2.1218)  0.397
H (-0.9983, -2.4117, -0.1020)  0.184
H (-0.5033, -0.9163, 1.9358)  0.197
H (1.9498, -1.1370, 1.7256)  0.203
H (1.5602, 0.5757, 1.6188)  0.208
H (1.9277, -0.3421, 0.1464)  0.206

The SMILES is [H]/N=C(/N)N/C=C\C. Its net charge is 0. For the HOMO energy, the calculation gives -7.4 eV.



--- b ---
Entry from the Open Molecules 2025 dataset: C4H9N3 in the gas phase (the ωB97M-V functional and the def2-TZVPD basis).

Last column: natural (NBO) charge in e.
Atoms and positions in Å:
C (1.4283, -0.0601, 0.3147)  -0.220
C (0.8334, -0.7688, -0.8187)  0.051
C (-2.5686, -0.2150, 0.0992)  -0.601
C (-1.4297, 0.5764, -0.4773)  -0.241
N (2.6660, 0.0760, 0.6444)  -0.157
N (3.7703, -0.2927, 0.0940)  -0.489
N (-0.4696, -0.4887, -0.9822)  -0.581
H (0.9067, 0.5888, 0.9875)  0.148
H (-2.3448, -0.8212, 1.0500)  0.210
H (-3.3526, 0.4106, 0.3499)  0.207
H (-2.8257, -0.9413, -0.6242)  0.201
H (-1.7563, 1.1030, -1.4170)  0.203
H (-1.0940, 1.2357, 0.3290)  0.209
H (2.6795, 0.4976, 1.6015)  0.373
H (4.4685, 0.0839, 0.7180)  0.301
H (-0.9114, -0.9843, -1.8688)  0.386

Its net charge is 0. For the HOMO energy (alpha / beta), the calculation gives -7.7 / -7.7 eV.



--- c ---
Entry from the Open Molecules 2025 dataset: 2 unconnected molecules or ions with the total composition C4H9N3 (the ωB97M-V functional and the def2-TZVPD basis).

Last column: natural (NBO) charge in e.
Atoms and positions in Å:
H (1.9957, 0.5385, 1.6718)  0.332
N (1.9932, 0.9649, 0.7455)  -0.720
C (1.7250, 0.1302, -0.2042)  0.294
N (1.7454, -1.2887, -0.0886)  -0.847
H (1.9296, 0.4430, -1.2267)  0.179
H (1.8403, -1.6364, 0.8563)  0.367
H (2.3690, -1.7938, -0.7043)  0.384
C (-2.4464, -1.0852, 0.0278)  -0.667
C (-1.2582, -0.2763, -0.2041)  -0.077
C (-0.6448, 0.7729, -0.4361)  0.148
N (-0.3957, 2.1009, -0.5019)  -0.858
H (-2.3644, -2.0538, -0.4693)  0.226
H (-3.3304, -0.6020, -0.3990)  0.229
H (-2.6536, -1.2344, 1.0897)  0.220
H (-1.0371, 2.7266, -0.0356)  0.383
H (0.5324, 2.2938, -0.1212)  0.407

The SMILES is [H]/N=C\N.CC#CN. Its net charge is 0. For the HOMO energy, the calculation gives -8.1 eV.



--- d ---
Entry from the Open Molecules 2025 dataset: a molecular structure, C4H9N3 (the ωB97M-V functional and the def2-TZVPD basis).

Last column: natural (NBO) charge in e.
Atoms and positions in Å:
C (1.9815, -0.3726, 0.0073)  0.240
C (0.6672, 1.6576, -0.9915)  -0.624
C (-0.3987, -1.7689, -0.1049)  -0.419
C (0.7532, 0.3277, -0.2083)  0.238
N (2.9563, -0.9739, 0.0264)  -0.292
N (0.0848, 0.7145, 1.5459)  -0.955
N (-0.1651, -0.5181, -0.7516)  -0.594
H (0.1475, 2.3568, -0.3174)  0.237
H (1.6689, 2.0397, -1.1836)  0.230
H (0.1157, 1.6792, -1.9614)  0.231
H (-1.2429, -1.6298, 0.5393)  0.203
H (-0.4942, -2.5349, -0.8868)  0.209
H (0.4705, -1.9000, 0.6571)  0.211
H (0.4136, -0.0173, 2.2583)  0.353
H (0.4545, 1.6516, 1.7961)  0.348
H (-0.8858, -0.2468, -1.3028)  0.386

Its net charge is 0. For the HOMO energy, the calculation gives -9.0 eV.



The least stable of them is b.



--- a ---
Entry from the Open Molecules 2025 dataset: 2 unconnected molecules or ions with the total composition C4H9N3 (the ωB97M-V functional and the def2-TZVPD basis).

Last column: natural (NBO) charge in e.
Atoms and positions in Å:
C (-1.2184, 1.4025, -0.0507)  -0.389
C (1.4186, 0.8359, -0.0184)  -0.289
C (1.8052, -0.5447, -0.2202)  0.059
C (-0.2473, -0.6850, 0.2068)  0.238
H (-2.1223, 0.9803, -0.7126)  0.247
H (-1.7826, 1.5007, 1.3595)  0.129
H (-0.6357, 2.3711, -0.5738)  0.213
H (1.7452, 1.4004, -0.9715)  0.243
H (1.8589, 0.9429, 1.1103)  0.213
H (2.7305, -0.9822, -0.3107)  0.198
H (-0.3164, -0.7671, 1.3449)  0.114
H (-1.4597, -2.3110, 0.3884)  0.372
H (-1.2086, -1.8215, -1.3017)  0.344
N (-0.0120, 0.5917, -0.1434)  -0.492
N (0.9314, -1.4305, 0.0951)  -0.379
N (-1.4868, -1.4837, -0.2019)  -0.821

Its net charge is 0. For the HOMO energy, the calculation gives -8.6 eV.



--- b ---
Entry from the Open Molecules 2025 dataset: C4H9N3 in the gas phase (the ωB97M-V functional and the def2-TZVPD basis).

Last column: natural (NBO) charge in e.
Atoms and positions in Å:
H (0.8191, 1.5706, -1.8651)  0.338
N (0.2592, 0.7962, -1.5164)  -0.640
C (0.0526, 0.7903, -0.2770)  0.305
C (0.3868, 1.8996, 0.6860)  -0.699
C (-1.1114, -0.2108, 0.2569)  -0.294
N (-1.1883, -1.4445, -0.4410)  -0.461
N (-0.0872, -2.3794, -0.4874)  -0.212
C (0.9816, -2.1487, 0.1198)  -0.152
H (1.1578, 1.5544, 1.3767)  0.228
H (-0.4904, 2.1992, 1.2606)  0.226
H (0.7597, 2.7759, 0.1620)  0.219
H (-0.8915, -0.3936, 1.3108)  0.194
H (-2.0387, 0.3511, 0.1339)  0.229
H (-1.5497, -1.3474, -1.3808)  0.382
H (1.1602, -1.1401, 0.5894)  0.143
H (1.7802, -2.8727, 0.0717)  0.193

The SMILES is [H]/N=C(\C)CNN=C. Its net charge is 0. For the HOMO energy, the calculation gives -8.7 eV.



The least stable of them is a.